(1)
C42H31AsN2O4S2TeTi | ωB97M-V/def2-TZVPD

Element x y z (Å)
Ti  -0.591  -0.785  0.024
O  -0.427  -4.587  -1.617
C  -0.602  -3.595  -0.911
O  -0.001  -2.446  -1.075
C  -1.509  -3.570  0.274
C  -2.217  -4.621  0.786
C  -3.023  -4.432  1.923
C  -3.104  -3.128  2.481
C  -2.405  -2.106  1.922
N  -1.575  -2.312  0.839
C  -2.433  -0.655  2.324
O  -3.055  -0.236  3.296
O  -1.738  0.054  1.498
H  -2.132  -5.583  0.295
H  -3.582  -5.254  2.350
H  -3.726  -2.910  3.341
S  1.216  0.079  1.761
C  0.787  1.622  2.509
C  1.376  1.912  3.756
C  1.173  3.114  4.406
C  0.360  4.093  3.840
C  -0.236  3.828  2.619
C  -0.038  2.618  1.953
As  -0.895  2.291  0.235
C  -0.459  4.019  -0.620
C  -1.242  5.169  -0.605
C  -0.855  6.304  -1.309
C  0.322  6.306  -2.046
C  1.108  5.162  -2.080
C  0.715  4.031  -1.378
C  -2.757  2.695  0.658
C  -3.278  2.686  1.945
C  -4.640  2.883  2.147
C  -5.487  3.107  1.070
C  -4.972  3.110  -0.221
C  -3.616  2.892  -0.423
H  2.005  1.151  4.201
H  1.650  3.291  5.365
H  0.196  5.041  4.339
H  -0.874  4.580  2.168
H  -2.167  5.182  -0.040
H  -1.477  7.192  -1.281
H  0.621  7.192  -2.596
H  2.024  5.146  -2.661
H  1.327  3.134  -1.422
H  -2.633  2.483  2.788
H  -5.038  2.834  3.153
H  -6.547  3.263  1.234
H  -5.627  3.265  -1.072
H  -3.223  2.868  -1.435
S  -2.339  0.841  -3.874
C  -3.690  0.243  -3.010
C  -3.339  -0.291  -1.810
C  -1.929  -0.250  -1.528
C  -1.279  0.347  -2.580
C  0.174  0.499  -2.626
C  0.870  0.985  -3.735
C  2.250  1.020  -3.704
C  2.915  0.571  -2.573
C  2.158  0.132  -1.500
N  0.827  0.121  -1.509
H  -4.679  0.341  -3.437
H  -4.069  -0.699  -1.122
H  0.317  1.313  -4.605
H  2.805  1.392  -4.558
H  3.995  0.573  -2.509
H  2.616  -0.196  -0.575
C  2.852  -3.875  -1.091
Te  2.077  -3.164  0.759
C  3.996  -3.781  1.511
C  4.535  -4.787  0.524
C  5.561  -5.675  0.844
C  6.054  -6.568  -0.096
C  5.524  -6.575  -1.381
C  4.497  -5.701  -1.706
C  3.987  -4.809  -0.764
H  3.188  -3.019  -1.679
H  2.045  -4.363  -1.638
H  3.933  -4.195  2.517
H  4.652  -2.909  1.556
H  5.973  -5.664  1.848
H  6.847  -7.258  0.172
H  5.905  -7.265  -2.125
H  4.069  -5.713  -2.702

Values from the calculation:
Expectation value of S²: 2.027
2S+1: 3
E_LUMO (spin up / spin down) in eV: 3.98 / 3.98
Charge: -2
HOMO-LUMO gap (spin up / spin down) in eV: 3.795 / 6.036

For reference, the Mulliken charges in units of e are: Ti -0.939; O -0.874; C -0.011; O -0.579; C 0.151; C -0.501; C -0.646; C -0.448; C -0.412; N 1.077; C 0.243; O -0.818; O 0.138; H 0.488; H 0.376; H 0.506; S -0.511; C 0.271; C -0.746; C -0.527; C -0.876; C 0.113; C -0.490; As 1.754; C 0.234; C -0.227; C -0.714; C -0.442; C -0.730; C -0.466; C 0.273; C -0.691; C -0.637; C -0.510; C -0.936; C -0.105; H 0.388; H 0.328; H 0.364; H 0.297; H 0.345; H 0.375; H 0.359; H 0.397; H 0.285; H 0.230; H 0.393; H 0.346; H 0.381; H 0.492; S -0.384; C -0.573; C -0.496; C 0.667; C 0.081; C 1.002; C -0.903; C -0.626; C -1.000; C -0.772; N 1.340; H 0.456; H 0.422; H 0.414; H 0.394; H 0.428; H 0.568; C -1.026; Te 0.384; C -1.269; C 0.625; C -0.661; C -0.481; C -0.495; C -0.623; C 0.497; H 0.344; H 0.514; H 0.491; H 0.361; H 0.392; H 0.362; H 0.364; H 0.435

(2)
C30H83N7O9 | ωB97M-V/def2-TZVPD

Element x y z (Å)
C  -2.234  -1.112  2.326
O  -1.805  -0.780  1.026
C  -0.419  -0.495  0.922
C  -0.128  0.434  -0.213
C  1.325  0.278  -0.600
N  -0.204  1.842  0.202
H  -3.306  -1.290  2.326
H  -2.077  -0.269  3.015
H  -1.659  -1.969  2.700
H  -0.056  -0.170  1.905
H  0.081  -1.448  0.680
H  -0.795  0.169  -1.036
H  1.563  -0.658  -1.117
H  2.062  0.265  0.215
H  1.638  1.180  -1.129
H  -1.117  2.034  0.604
H  0.003  2.483  -0.549
C  -0.911  -2.452  5.974
O  -0.497  -1.295  5.262
C  0.868  -0.987  5.402
C  1.152  0.466  5.079
C  2.551  0.822  5.560
N  0.184  1.427  5.666
H  -0.540  -2.385  7.005
H  -0.524  -3.354  5.493
H  -1.995  -2.421  6.024
H  1.288  -1.284  6.372
H  1.376  -1.603  4.637
H  1.095  0.653  4.001
H  3.308  0.216  5.071
H  2.663  0.767  6.650
H  2.671  1.901  5.418
H  -0.759  1.043  5.624
H  0.374  1.484  6.669
C  -3.383  2.301  2.229
O  -2.370  3.279  2.176
C  -1.281  3.031  3.044
C  -0.534  4.305  3.326
C  0.286  4.830  2.156
N  0.259  4.199  4.574
H  -3.007  1.355  1.826
H  -4.268  2.652  1.709
H  -3.681  2.139  3.279
H  -1.707  2.763  4.030
H  -0.649  2.202  2.702
H  -1.290  5.080  3.518
H  0.974  4.028  1.832
H  0.908  5.706  2.336
H  -0.325  5.015  1.270
H  0.022  3.269  4.963
H  1.233  4.111  4.288
C  -2.201  -5.422  4.176
O  -3.129  -4.511  4.723
C  -4.059  -4.082  3.748
C  -5.208  -3.380  4.459
C  -4.797  -2.021  5.019
N  -5.822  -4.158  5.545
H  -1.345  -5.460  4.852
H  -1.792  -5.050  3.230
H  -2.646  -6.414  4.083
H  -3.613  -3.379  3.040
H  -4.518  -4.950  3.254
H  -5.984  -3.106  3.738
H  -5.603  -1.606  5.621
H  -4.618  -1.292  4.220
H  -3.885  -2.049  5.621
H  -5.048  -4.583  6.049
H  -6.365  -4.891  5.096
C  0.039  2.348  -4.378
O  -0.326  2.050  -5.697
C  0.383  0.924  -6.186
C  0.846  1.192  -7.607
C  2.026  2.215  -7.570
N  -0.187  1.714  -8.547
H  -0.092  1.434  -3.797
H  -0.529  3.159  -3.928
H  1.106  2.601  -4.282
H  1.291  0.735  -5.609
H  -0.258  0.037  -6.138
H  1.410  0.355  -8.036
H  1.711  3.224  -7.264
H  2.491  2.275  -8.552
H  2.745  1.964  -6.784
H  -1.017  1.868  -7.966
H  0.061  2.690  -8.704
C  -0.470  -4.103  -5.109
O  0.560  -3.319  -4.575
C  1.672  -4.055  -4.127
C  2.484  -3.366  -3.019
C  3.007  -2.027  -3.472
N  3.609  -4.191  -2.632
H  -0.117  -4.935  -5.728
H  -1.102  -3.489  -5.748
H  -1.077  -4.520  -4.296
H  1.336  -5.021  -3.701
H  2.329  -4.407  -4.944
H  1.774  -3.295  -2.189
H  2.266  -1.246  -3.644
H  3.610  -2.090  -4.383
H  3.665  -1.644  -2.686
H  4.170  -4.399  -3.452
H  3.398  -5.058  -2.159
C  4.052  2.805  -0.488
O  3.290  3.131  -1.618
C  3.584  4.454  -1.993
C  2.843  4.867  -3.241
C  3.507  6.119  -3.793
N  1.445  5.229  -2.875
H  3.729  1.888  0.013
H  3.922  3.565  0.298
H  5.124  2.661  -0.670
H  3.262  5.140  -1.203
H  4.649  4.576  -2.223
H  2.826  4.106  -4.029
H  2.908  6.530  -4.608
H  4.490  5.877  -4.203
H  3.632  6.899  -3.040
H  1.006  4.357  -2.580
H  0.950  5.447  -3.739
O  -0.848  -2.195  -2.443
C  -1.995  -2.904  -1.938
C  -1.581  -3.976  -1.006
O  -0.558  -4.823  -1.548
H  -0.260  -2.775  -2.958
H  -2.591  -2.128  -1.457
H  -2.542  -3.221  -2.835
H  -2.446  -4.543  -0.640
H  -1.199  -3.544  -0.071
H  0.257  -4.565  -1.113

Values from the calculation:
Structure (SMILES): COC[C@H](C)N.COC[C@H](C)N.COC[C@H](C)N.COC[C@H](C)N.COC[C@H](C)N.COC[C@H](C)N.COC[C@H](C)N.OCCO
2S+1: 1
E_LUMO in eV: 0.33
Charge: 0
HOMO-LUMO gap in eV: 8.954

Results of the Mulliken charge analysis, in e, for atoms 1 through 99: C -0.444; O -0.473; C -0.218; C 0.593; C -0.914; N -0.067; H 0.382; H 0.054; H 0.258; H -0.310; H 0.382; H 0.166; H -0.182; H 0.263; H 0.283; H 0.025; H -0.008; C -0.386; O -0.157; C -1.001; C 1.090; C -1.710; N -0.599; H 0.426; H 0.232; H -0.129; H 0.512; H 0.334; H -0.347; H 0.375; H 0.426; H 0.401; H 0.242; H 0.252; C -0.337; O -0.478; C 0.159; C 0.019; C -1.448; N -0.718; H -0.044; H 0.340; H 0.302; H 0.629; H -0.150; H 0.145; H 0.233; H 0.402; H 0.387; H 0.360; H 0.305; C -0.835; O -0.278; C -0.130; C 0.257; C -1.065; N -0.776; H 0.275; H 0.251; H 0.333; H -0.070; H 0.446; H 0.441; H 0.442; H 0.254; H -0.141; H 0.310; H 0.272; C -0.723; O -0.439; C -0.425; C 0.413; C -1.621; N -0.783; H 0.378; H 0.375; H 0.205; H 0.177; H 0.292; H 0.326; H 0.351; H 0.412; H 0.395; H 0.375; H 0.279; C -0.831; O -0.175; C -0.846; C 1.427; C -1.620; N -0.749; H 0.361; H 0.202; H 0.254; H 0.420; H 0.385; H -0.406; H 0.210; H 0.432

(3)
C19H17Cl5N2Pb | ωB97M-V/def2-TZVPD

Element x y z (Å)
C  -4.925  0.086  0.086
C  -4.925  1.393  -0.711
H  -5.140  -0.766  -0.567
H  -5.747  0.151  0.814
H  -4.008  -0.127  0.656
H  -4.080  1.535  -1.390
H  -5.836  1.396  -1.316
H  -4.982  2.257  -0.054
C  0.910  -3.003  -0.160
C  1.848  -4.024  -0.411
C  2.921  -3.766  -1.279
C  3.005  -2.498  -1.839
H  0.048  -3.208  0.491
H  1.730  -5.005  0.055
H  3.671  -4.524  -1.534
H  3.791  -2.239  -2.533
N  1.019  -1.785  -0.711
C  2.049  -1.517  -1.539
C  2.126  -0.148  -2.099
N  1.068  0.653  -1.850
C  1.177  1.940  -2.184
C  3.340  1.608  -3.195
C  2.291  2.462  -2.859
H  0.362  2.600  -1.890
H  2.320  3.521  -3.114
C  3.260  0.275  -2.816
H  4.038  -0.466  -3.033
H  4.233  1.930  -3.731
Pb  -1.401  0.005  -0.148
C  -1.555  2.222  -0.038
H  -1.730  2.729  -0.989
H  -0.574  2.523  0.352
H  -2.346  2.553  0.638
Cl  -2.555  -1.259  2.370
C  -1.057  -0.500  2.863
C  -0.273  0.129  1.919
C  0.925  0.721  2.311
Cl  1.938  1.445  1.121
C  1.334  0.721  3.666
Cl  2.801  1.474  4.149
C  0.486  0.116  4.625
Cl  0.867  0.236  6.273
C  -0.702  -0.542  4.224
Cl  -1.723  -1.304  5.375

Values from the calculation:
2S+1: 1
E_LUMO in eV: -0.24
Charge: 0
HOMO-LUMO gap in eV: 7.433

For reference, the Mulliken charges in units of e are: C -0.181; C -0.853; H 0.298; H 0.323; H -0.389; H 0.178; H 0.343; H 0.280; C -0.222; C -0.685; C -0.499; C -0.607; H 0.369; H 0.362; H 0.405; H 0.272; N 0.226; C 0.402; C 0.536; N 0.168; C 0.045; C -0.460; C -0.795; H 0.190; H 0.402; C -0.681; H 0.205; H 0.418; Pb 0.777; C -1.790; H 0.455; H 0.473; H 0.461; Cl -0.281; C 0.760; C -1.240; C 0.975; Cl -0.133; C -0.176; Cl -0.187; C 0.542; Cl -0.192; C -0.300; Cl -0.193

(4)
C11H14BF3N6O3STi | ωB97M-V/def2-TZVPD

Element x y z (Å)
H  0.710  3.557  0.810
N  0.487  1.974  -0.513
B  0.137  0.316  -2.427
N  0.519  1.779  -1.904
C  0.792  2.966  -2.461
Ti  0.258  0.330  0.360
H  0.869  3.102  -3.532
C  0.941  3.939  -1.444
H  1.171  4.975  -1.518
C  0.736  3.278  -0.245
H  0.090  0.293  -3.657
C  -2.118  -2.900  2.152
H  -2.067  -3.752  2.856
H  -1.109  -2.405  2.001
H  -2.402  -3.246  1.157
N  -1.283  -0.013  -1.859
N  1.175  -0.773  -1.949
N  -1.651  -0.129  -0.523
N  1.356  -1.039  -0.575
C  -2.332  -0.281  -2.667
C  1.901  -1.661  -2.652
H  -2.200  -0.270  -3.741
H  1.977  -1.642  -3.736
C  -3.458  -0.568  -1.883
C  2.519  -2.578  -1.782
C  -2.969  -0.551  -0.562
C  2.141  -2.162  -0.503
H  -4.467  -0.746  -2.254
H  3.149  -3.413  -2.038
H  -3.517  -0.902  0.299
H  2.386  -2.600  0.461
H  -2.894  -2.220  2.563
F  1.665  1.667  5.694
C  1.580  1.629  4.348
F  0.805  2.680  3.922
F  2.804  1.814  3.800
S  0.708  0.072  3.706
O  1.644  -1.029  3.707
O  -0.585  -0.105  4.318
O  0.529  0.611  2.274

Values from the calculation:
Expectation value of S²: 2.013
2S+1: 3
E_LUMO (spin up / spin down) in eV: 0.46 / 0.45
Charge: 0
HOMO-LUMO gap (spin up / spin down) in eV: 6.729 / 10.172

For reference, the Mulliken charges in units of e are: H 0.529; N -0.034; B 0.230; N -0.286; C -0.157; Ti 1.490; H 0.458; C -1.098; H 0.403; C -0.172; H -0.115; C -0.971; H 0.312; H 0.115; H 0.295; N 0.049; N -0.188; N -0.182; N -0.060; C -0.049; C -0.130; H 0.384; H 0.429; C -0.951; C -0.957; C -0.324; C -0.281; H 0.376; H 0.395; H 0.457; H 0.515; H 0.244; F -0.198; C 0.591; F -0.226; F -0.210; S 1.084; O -0.635; O -0.616; O -0.519

(5)
C22H25N3O6S | ωB97M-V/def2-TZVPD

Element x y z (Å)
C  -7.959  2.162  0.864
C  -6.887  1.791  -0.160
O  -5.623  1.523  0.399
C  -5.540  0.323  1.136
C  -4.072  0.032  1.427
C  -3.293  -0.233  0.137
N  -1.896  -0.462  0.400
C  -1.317  -1.660  0.256
O  -1.885  -2.655  -0.172
C  0.140  -1.710  0.617
C  0.755  -2.911  0.450
N  2.069  -3.114  0.669
C  2.899  -2.075  0.993
C  4.288  -2.252  1.048
C  5.108  -1.161  1.217
C  4.553  0.098  1.406
S  5.583  1.552  1.180
O  6.881  1.114  0.772
O  5.482  2.476  2.267
N  4.790  2.293  -0.120
C  4.111  1.445  -1.000
C  4.800  0.374  -1.568
C  4.109  -0.540  -2.335
C  2.744  -0.418  -2.552
C  2.060  0.667  -2.013
O  0.729  0.894  -2.142
C  -0.059  -0.045  -2.836
C  2.755  1.599  -1.242
C  3.192  0.271  1.462
C  2.339  -0.809  1.227
C  0.890  -0.564  1.105
O  0.409  0.532  1.374
H  -7.599  2.965  1.501
H  -8.854  2.496  0.346
H  -8.219  1.309  1.486
H  -7.225  0.927  -0.754
H  -6.717  2.634  -0.836
H  -6.091  0.411  2.083
H  -5.981  -0.503  0.556
H  -3.639  0.895  1.936
H  -4.002  -0.836  2.085
H  -3.404  0.629  -0.526
H  -3.679  -1.127  -0.360
H  -1.337  0.293  0.790
H  0.166  -3.756  0.117
H  2.471  -4.030  0.524
H  4.705  -3.237  0.898
H  6.182  -1.248  1.178
H  4.242  3.074  0.211
H  5.856  0.273  -1.380
H  4.637  -1.375  -2.772
H  2.232  -1.162  -3.140
H  0.251  -0.135  -3.882
H  -1.077  0.338  -2.793
H  -0.028  -1.030  -2.359
H  2.202  2.422  -0.818
H  2.755  1.241  1.644

Values from the calculation:
Structure (SMILES): CCOCCCNC(=O)c1c[nH]c2ccc(S(=O)(=O)Nc3cccc(OC)c3)cc2c1=O
2S+1: 1
E_LUMO in eV: -0.32
Charge: 0
HOMO-LUMO gap in eV: 8.327

For reference, the Mulliken charges in units of e are: C -1.121; C -0.312; O -0.297; C -0.618; C -0.519; C -1.103; N 0.105; C 0.245; O -0.775; C -0.388; C -0.280; N 0.027; C 0.476; C -1.112; C -0.503; C -0.205; S 1.216; O -0.639; O -0.717; N -0.314; C -0.328; C -0.293; C -0.833; C -0.462; C 0.405; O -0.425; C -0.811; C -0.127; C -0.565; C 0.506; C 1.233; O -0.874; H 0.284; H 0.392; H 0.317; H 0.332; H 0.287; H 0.349; H 0.374; H 0.339; H 0.300; H 0.311; H 0.453; H 0.239; H 0.508; H 0.226; H 0.371; H 0.502; H 0.406; H 0.655; H 0.413; H 0.467; H 0.404; H 0.191; H 0.298; H 0.373; H 0.620

(6)
C2H6N2O3 | ωB97M-V/def2-TZVPD

Element x y z (Å)
O  -0.010  0.462  -1.644
C  -0.286  1.123  -0.601
N  -0.944  0.590  0.526
C  -0.939  -0.651  1.078
N  0.029  -1.509  0.558
O  -1.660  -0.942  2.058
H  0.026  2.160  -0.457
H  -1.359  1.291  1.129
H  -0.153  -2.447  0.882
H  0.984  -1.231  0.756
H  3.597  0.194  -1.689
H  2.076  0.381  -1.961
O  2.871  0.813  -1.587

Values from the calculation:
Expectation value of S²: 0.761
2S+1: 2
E_LUMO (spin up / spin down) in eV: 3.90 / 3.84
Charge: -1
HOMO-LUMO gap (spin up / spin down) in eV: 3.722 / 8.190

For reference, the Mulliken charges in units of e are: O -0.762; C -0.275; N -0.033; C 0.122; N -0.383; O -0.667; H 0.354; H 0.245; H 0.232; H 0.187; H 0.278; H 0.367; O -0.664

(7)
C5H6O | ωB97M-V/def2-TZVPD

Element x y z (Å)
O  -2.100  1.396  0.115
C  -1.152  0.645  0.073
C  -0.934  -0.575  0.895
C  0.309  -1.027  0.711
C  1.112  -0.175  -0.245
C  0.064  0.772  -0.847
H  -1.691  -0.982  1.556
H  0.738  -1.895  1.205
H  1.641  -0.777  -0.992
H  1.879  0.377  0.313
H  0.380  1.813  -0.944
H  -0.246  0.428  -1.841

Values from the calculation:
Structure (SMILES): O=C1C=CCC1
2S+1: 1
E_LUMO in eV: 0.71
Charge: 0
HOMO-LUMO gap in eV: 10.225

For reference, the Mulliken charges in units of e are: O -0.577; C 0.430; C -0.422; C -0.336; C -0.544; C -0.435; H 0.413; H 0.386; H 0.304; H 0.254; H 0.305; H 0.223

Looking at energy relative to the best compared isomer or geometry (same formula, charge and spin) for the records above, in order, we have 12.64 37.39 0.00 5.26 43.57 13.66 0.56 kcal/mol.